[1]
The following is a DFT calculation (wB97M-V/def2-TZVPD) of a structure of composition C8H23AuClIO2P2.

## Properties
- total energy (eV) = -55637.8995
- charge = +2
- spin multiplicity = 3
- lowest unoccupied orbital energy (alpha / beta) (eV) = -9.3 / -10.6
- HOMO level (alpha / beta) (eV) = -15.8382 / -16.1680

Each line ends with the Löwdin charge.
CARTESIAN COORDINATES (ANGSTROEM)
Au  0.03498  -0.42790  -0.90936  0.194
I  0.01876  -1.97147  -2.86590  0.606
Cl  0.10601  -2.64064  0.66881  0.287
P  -2.06094  0.03196  0.35864  0.768
P  2.13911  0.01194  0.29431  0.753
O  0.04603  1.91458  -2.09659  0.130
O  -0.89713  -1.91271  3.11763  -0.130
C  -2.17371  1.37499  1.58365  -0.227
C  -3.31093  0.42036  -0.89889  -0.245
C  0.02623  0.97915  -4.34585  -0.066
C  2.86265  -1.30281  1.35640  -0.270
C  3.39435  0.34672  -0.97746  -0.244
C  -2.74315  -1.35822  1.35812  -0.274
C  0.02920  1.01876  -2.88222  -0.344
C  2.25494  1.42729  1.48952  -0.227
H  3.96945  -1.36215  1.36760  0.084
H  2.41495  -2.25430  1.01244  -0.027
H  0.91503  0.33932  -4.57056  0.094
H  -4.29334  0.58103  -0.45832  0.072
H  2.62741  -1.08357  2.39979  0.052
H  0.03235  1.99774  -4.84910  0.154
H  -3.20324  1.63233  1.86051  0.081
H  1.68323  1.13543  2.39615  0.052
H  -2.65627  -2.25992  0.68829  0.047
H  -1.66166  2.26858  1.17714  0.056
H  3.36356  -0.50595  -1.69398  0.062
H  4.40786  0.46102  -0.54769  0.083
H  -3.77478  -1.15041  1.69960  0.083
H  1.75259  2.31459  1.03234  0.058
H  -0.24729  -1.23966  3.29148  0.045
H  -0.47011  -2.53944  2.48274  -0.084
H  -2.09338  -1.53586  2.29353  -0.004
H  3.12082  1.28834  -1.43974  0.041
H  -3.33799  -0.40118  -1.63215  0.055
H  -1.64708  1.05574  2.49061  0.051
H  3.30459  1.64968  1.77539  0.083
H  -3.06286  1.34521  -1.45223  0.057
H  -0.87024  0.35143  -4.57467  0.095



[2]
The following is a DFT calculation (wB97M-V/def2-TZVPD) of a cluster of 2 separate species, C2H7NO in total.

## Properties
- total energy (eV) = -5715.0259
- charge = +1
- spin multiplicity = 2
- lowest unoccupied orbital energy (alpha / beta) (eV) = -4.4 / -9.1
- HOMO level (alpha / beta) (eV) = -15.3696 / -15.3616

Each line ends with the Löwdin charge.
CARTESIAN COORDINATES (ANGSTROEM)
O  1.99678  1.49150  -0.61754  -0.028
N  -0.01863  -1.43364  0.68970  0.270
C  -1.70441  0.01778  -0.39952  0.159
C  -0.80295  -0.21997  0.47518  -0.130
H  -0.72136  0.50055  1.28704  0.147
H  1.18438  1.40050  -0.15084  -0.026
H  0.88151  -1.34703  1.10907  0.125
H  -2.41182  0.87756  -0.28598  0.137
H  -1.84614  -0.51286  -1.36836  0.130
H  2.21543  0.57869  -0.89790  0.053
H  -0.10162  -2.18083  -0.03450  0.164



[3]
The following is a DFT calculation (wB97M-V/def2-TZVPD) of an isolated molecule of C27H25N3O5.

## Properties
- total energy (eV) = -43114.0001
- structure (SMILES) = CCOc1ccc(NC(=O)CNC(=O)c2cn(-c3ccccc3OC)c(=O)c3ccccc23)cc1
- lowest unoccupied orbital energy (eV) = 0.4
- HOMO level (eV) = -7.7906

Each line ends with the Löwdin charge.
CARTESIAN COORDINATES (ANGSTROEM)
O  4.58456  -0.07843  -2.06355  0.100
O  -0.11804  -0.05016  2.07187  0.051
O  5.96607  0.73849  0.27316  -0.069
O  -7.10567  -1.25556  -0.76198  -0.056
O  -3.12831  3.32250  1.65017  0.066
N  -2.71945  1.06868  1.72189  0.136
N  3.53556  -0.36097  -0.07034  0.060
N  0.00481  2.15073  1.59918  0.085
C  7.23993  1.33250  0.20036  -0.069
C  1.42727  0.64824  0.40050  -0.072
C  6.94167  -1.40428  0.91444  -0.008
C  0.36511  0.86222  1.41580  -0.451
C  -3.84056  0.50677  1.09860  -0.220
C  -1.02535  2.54193  2.53975  -0.066
C  4.61185  -1.16855  0.39283  -0.139
C  0.28051  1.91068  -1.43850  -0.022
C  3.62887  0.17121  -1.35669  -0.349
C  -6.00317  -0.74929  -0.14560  -0.275
C  -7.16282  -2.64098  -1.03359  -0.270
C  2.48361  0.98266  -1.77067  -0.058
C  -6.00814  0.62839  0.08006  0.005
C  -8.48470  -2.92049  -1.73155  -0.067
C  -4.90097  -1.49356  0.26265  -0.020
C  2.48944  1.50508  -3.06678  -0.001
C  6.72544  -2.74059  1.20607  -0.078
C  -4.94473  1.25339  0.69345  -0.004
C  -2.42835  2.37120  1.92339  -0.455
C  -3.83349  -0.86572  0.87816  -0.016
C  1.38094  1.20866  -0.92462  -0.105
C  2.47921  -0.13541  0.74591  0.037
C  1.41580  2.22512  -3.53633  -0.067
C  4.40353  -2.50124  0.69539  -0.003
C  5.88512  -0.59189  0.51735  -0.209
C  0.30229  2.41099  -2.72044  -0.062
C  5.46120  -3.29186  1.11152  -0.085
H  -6.86864  1.19465  -0.23869  0.119
H  -2.97865  -1.44914  1.18962  0.115
H  -4.85857  -2.56007  0.10789  0.102
H  -9.31115  -2.62692  -1.09035  0.077
H  -0.88366  3.58702  2.81422  0.130
H  7.55952  -3.35290  1.51403  0.106
H  -0.60762  2.03733  -0.83712  0.109
H  -0.93990  1.90781  3.42731  0.132
H  -2.00125  0.39721  1.99131  0.106
H  -8.56675  -3.97945  -1.95938  0.075
H  1.42436  2.62831  -4.53739  0.104
H  5.29843  -4.33186  1.34619  0.102
H  0.40255  2.86480  1.01088  0.146
H  2.52784  -0.59611  1.72253  0.153
H  -0.55653  2.94669  -3.09691  0.109
H  -6.32365  -2.93432  -1.68033  0.125
H  7.06464  2.36455  -0.09860  0.096
H  3.35546  1.31381  -3.68218  0.120
H  7.86463  0.83996  -0.54969  0.103
H  -4.96019  2.31739  0.85962  0.101
H  -7.10052  -3.21310  -0.09697  0.125
H  -8.54373  -2.35003  -2.65434  0.077
H  3.41138  -2.91452  0.59049  0.124
H  7.93681  -0.99922  1.00462  0.105
H  7.74617  1.31763  1.17145  0.095



[4]
The following is a DFT calculation (wB97M-V/def2-TZVPD) of a structure of composition C24H19F6N5O6PPdS5.

## Properties
- total energy (eV) = -128172.5874
- charge = +1
- spin multiplicity = 5
- lowest unoccupied orbital energy (alpha / beta) (eV) = -2.9 / -6.3
- HOMO level (alpha / beta) (eV) = -10.5098 / -10.4915

Each line ends with the Löwdin charge.
CARTESIAN COORDINATES (ANGSTROEM)
Pd  -0.14290  -1.12977  -0.19104  0.913
S  -3.17136  -1.14174  -1.65583  0.598
S  2.47117  -1.60654  -3.27824  0.594
S  -1.02798  -3.02228  -2.18599  0.628
S  0.49399  0.65010  -1.93452  0.615
S  -0.21711  -0.52247  2.58750  0.626
P  2.42699  -0.03301  -1.96313  0.279
F  -1.90691  -4.17979  0.01399  0.156
F  -4.43438  0.18500  -3.50499  0.167
F  -2.95527  -4.75076  -1.79765  0.177
F  -2.31004  -0.00656  -3.87741  0.125
F  -0.95983  -5.49923  -1.41240  0.168
F  -3.62638  -1.70202  -4.19463  0.165
O  -1.23346  -3.26258  -3.56623  -0.212
O  0.63018  -0.03737  3.63198  -0.260
O  -3.17375  0.07358  -0.91476  -0.268
O  0.33504  -2.92604  -1.63193  -0.422
O  0.08124  -1.83672  2.00866  -0.367
O  -4.09064  -2.20076  -1.39951  -0.239
N  -0.92125  2.37073  2.06666  0.172
N  -5.85811  -0.30279  4.15992  0.130
N  -0.08999  2.20155  -0.13234  -0.001
N  -1.64743  -1.67451  -1.59003  -0.435
N  -0.01868  0.36932  1.22243  -0.193
C  -4.14417  -1.18377  2.72797  -0.005
C  -0.40504  3.46486  -0.38279  -0.100
C  -1.78295  -4.46807  -1.27245  -0.684
C  4.03090  2.94695  -4.18129  -0.052
C  -0.98807  4.24991  0.59160  -0.025
C  3.04544  -1.83706  0.06502  -0.105
C  4.91516  1.04726  -2.34198  -0.069
C  3.11759  2.07652  -3.61158  -0.086
C  -2.25107  0.28655  4.15589  -0.058
C  3.35324  -2.13613  1.38427  -0.048
C  3.49982  0.21459  1.89972  -0.052
C  -1.86963  -0.51175  3.07840  -0.323
C  -4.54496  -0.38594  3.81539  -0.300
C  -3.57558  0.34051  4.52523  -0.014
C  -3.40100  -0.63978  -3.44005  -0.675
C  3.19199  0.52920  0.58957  -0.096
C  -1.21851  3.63880  1.81679  -0.076
C  -2.81929  -1.24722  2.36612  -0.057
C  3.57209  -1.11552  2.29260  -0.044
C  -0.37723  1.67241  1.07311  -0.452
C  5.37324  2.86960  -3.83504  -0.042
C  2.95712  -0.50108  -0.32480  -0.438
C  3.56464  1.13707  -2.68179  -0.408
C  5.81663  1.92304  -2.92147  -0.047
H  6.08156  3.55204  -4.28485  0.118
H  -6.52303  -0.93171  3.74795  0.105
H  -0.18271  3.83442  -1.37638  0.123
H  3.69885  3.68383  -4.89931  0.117
H  -1.50404  0.84951  4.69544  0.116
H  -3.87637  0.94831  5.36887  0.116
H  2.86016  -2.63237  -0.64419  0.084
H  -2.51753  -1.88619  1.54365  0.094
H  2.07248  2.12622  -3.88592  0.092
H  -1.24969  5.28003  0.40874  0.111
H  -6.12256  0.13481  5.02345  0.104
H  -1.66702  4.19196  2.63382  0.125
H  6.86386  1.86633  -2.65982  0.118
H  -4.88229  -1.75249  2.17734  0.121
H  3.11691  1.56175  0.28149  0.116
H  5.25296  0.30872  -1.62647  0.117
H  3.40831  -3.16803  1.70109  0.123
H  3.66118  1.00102  2.62274  0.121
H  3.79550  -1.35441  3.32339  0.124



[5]
The following is a DFT calculation (wB97M-V/def2-TZVPD) of a cluster of 3 separate species, C2H4ClNOS2 in total.

## Properties
- total energy (eV) = -39865.0512
- spin multiplicity = 3
- lowest unoccupied orbital energy (alpha / beta) (eV) = 0.5 / -1.4
- HOMO level (alpha / beta) (eV) = -7.3537 / -9.8814

Each line ends with the Löwdin charge.
CARTESIAN COORDINATES (ANGSTROEM)
Cl  -2.26425  -0.18581  -1.47747  0.547
S  5.50071  -0.73614  -1.31270  0.481
S  -3.03228  -2.35950  0.29222  0.591
O  -3.28554  2.79077  0.99846  0.138
N  -1.36521  1.49615  1.44678  0.163
C  -2.30896  2.19394  1.23829  -0.455
C  -1.88715  -1.63598  -0.76824  -1.040
H  -0.40112  1.60726  1.90736  0.140
H  5.01678  0.25683  -0.64848  -0.273
H  -2.20737  -3.50856  0.42938  -0.084
H  6.23441  0.08104  -2.10560  -0.208